{"formula": "C57H114F14N14O28S14", "method": "ωB97M-V/def2-TZVPD", "species": ["C", "N", "C", "C", "C", "C", "C", "C", "C", "C", "N", "C", "C", "C", "H", "H", "H", "H", "H", "H", "H", "H", "H", "H", "H", "H", "H", "H", "C", "C", "C", "N", "C", "C", "C", "C", "C", "C", "H", "H", "H", "H", "H", "H", "H", "H", "H", "H", "H", "H", "H", "H", "H", "H", "H", "H", "H", "H", "C", "C", "C", "N", "C", "C", "C", "C", "C", "C", "H", "H", "H", "H", "H", "H", "H", "H", "H", "H", "H", "H", "H", "H", "H", "H", "H", "H", "H", "H", "C", "C", "C", "N", "C", "C", "C", "C", "C", "C", "H", "H", "H", "H", "H", "H", "H", "H", "H", "H", "H", "H", "H", "H", "H", "H", "H", "H", "H", "H", "C", "C", "C", "N", "C", "C", "C", "C", "C", "C", "H", "H", "H", "H", "H", "H", "H", "H", "H", "H", "H", "H", "H", "H", "H", "H", "H", "H", "H", "H", "C", "C", "C", "N", "C", "C", "C", "C", "C", "C", "H", "H", "H", "H", "H", "H", "H", "H", "H", "H", "H", "H", "H", "H", "H", "H", "H", "H", "H", "H", "N", "S", "O", "O", "F", "S", "O", "O", "F", "N", "S", "O", "O", "F", "S", "O", "O", "F", "N", "S", "O", "O", "F", "S", "O", "O", "F", "N", "S", "O", "O", "F", "S", "O", "O", "F", "N", "S", "O", "O", "F", "S", "O", "O", "F", "N", "S", "O", "O", "F", "S", "O", "O", "F", "N", "S", "O", "O", "F", "S", "O", "O", "F"], "coordinates": [[-9.6875, -0.8320, 6.9574], [-9.0146, 0.5238, 7.2466], [-8.3661, 0.6189, 8.4779], [-7.5666, 1.7356, 8.7575], [-7.3068, 2.7318, 7.7517], [-8.0083, 2.6619, 6.5801], [-8.7883, 1.4855, 6.2781], [-6.3073, 3.7364, 8.0143], [-5.1994, 3.4279, 8.8051], [-4.0946, 4.3598, 8.8725], [-4.2549, 5.6465, 8.4621], [-5.3812, 6.0162, 7.8086], [-6.4302, 5.0582, 7.6000], [-3.1567, 6.6659, 8.5529], [-10.6379, -0.7817, 7.4888], [-9.1444, -1.6914, 7.3507], [-9.8193, -0.8715, 5.8762], [-8.5526, -0.1725, 9.1887], [-6.9659, 1.6621, 9.6520], [-7.7210, 3.4219, 5.8686], [-9.2832, 1.4655, 5.3184], [-5.1109, 2.4137, 9.1655], [-3.1310, 4.1454, 9.3106], [-5.5089, 7.0252, 7.4454], [-7.3060, 5.4555, 7.1086], [-2.1470, 6.2564, 8.5192], [-3.3622, 7.2667, 9.4388], [-3.2243, 7.3838, 7.7355], [-12.5851, -10.7928, 0.3567], [-11.9405, -11.9430, -0.2517], [-11.1777, -12.7122, 0.8578], [-9.9114, -13.5167, 0.3354], [-9.3111, -14.3213, 1.4780], [-10.0911, -15.4677, 1.9309], [-10.2427, -16.4720, 0.8997], [-10.9248, -15.8215, -0.2956], [-10.1425, -14.6190, -0.7818], [-8.8287, -12.5439, -0.0996], [-13.4288, -11.0690, 0.9891], [-13.0071, -10.0869, -0.3587], [-12.1119, -10.0734, 1.0250], [-11.3003, -11.5103, -1.0204], [-12.8851, -12.3257, -0.6382], [-11.8862, -13.4517, 1.2310], [-10.8099, -12.0881, 1.6722], [-9.1437, -13.5960, 2.2743], [-8.2877, -14.5843, 1.2107], [-11.0995, -15.2852, 2.3020], [-9.7807, -15.8668, 2.8965], [-10.8984, -17.3156, 1.1155], [-9.3287, -16.9679, 0.5728], [-11.9381, -15.5471, -0.0021], [-10.9044, -16.6145, -1.0432], [-10.5869, -14.0851, -1.6218], [-9.1191, -14.8559, -1.0727], [-8.6570, -11.8125, 0.6901], [-9.3244, -11.9608, -0.8758], [-8.0670, -13.0835, -0.6624], [-11.6472, -24.2954, -4.0797], [-12.1591, -25.3543, -3.0628], [-13.4377, -26.1346, -3.5656], [-13.8805, -27.3871, -2.7544], [-15.1593, -27.8914, -3.4386], [-16.4223, -27.0743, -3.1290], [-16.6325, -27.0108, -1.6487], [-15.3240, -26.3545, -0.9875], [-14.0506, -27.2398, -1.2568], [-12.8367, -28.4826, -2.8976], [-11.2532, -24.4900, -5.0772], [-10.7816, -23.8196, -3.6187], [-12.3910, -23.5446, -4.3466], [-12.4792, -24.9060, -2.1222], [-11.2986, -26.0134, -2.9475], [-13.0126, -26.5108, -4.4961], [-14.2684, -25.4421, -3.7016], [-15.0106, -28.0327, -4.5092], [-15.2407, -28.8842, -2.9960], [-16.2202, -26.1292, -3.6331], [-17.2518, -27.6083, -3.5925], [-17.5178, -26.3750, -1.6492], [-16.9685, -27.8779, -1.0801], [-15.2386, -25.3114, -1.2921], [-15.4266, -26.2261, 0.0900], [-13.1569, -26.7708, -0.8452], [-14.1243, -28.2034, -0.7528], [-12.0943, -28.3359, -2.1131], [-12.6356, -28.6979, -3.9470], [-13.2674, -29.3873, -2.4686], [-6.5105, -11.4745, 9.3768], [-5.8356, -12.4210, 10.2552], [-6.7625, -13.0930, 11.3153], [-6.0495, -13.9871, 12.4366], [-5.4157, -15.2411, 11.6540], [-4.8331, -16.3004, 12.7022], [-6.0386, -16.7109, 13.6621], [-6.6232, -15.5255, 14.3729], [-7.1818, -14.4582, 13.4683], [-4.9496, -13.2590, 13.2412], [-6.9919, -10.5959, 9.8062], [-7.2273, -12.0742, 8.8159], [-5.9733, -11.0375, 8.5350], [-5.0604, -11.9054, 10.8220], [-5.4779, -13.2682, 9.6700], [-7.5568, -13.7076, 10.8918], [-7.2590, -12.2279, 11.7548], [-6.1663, -15.7324, 11.0348], [-4.5603, -14.8346, 11.1144], [-4.3990, -17.0644, 12.0573], [-4.0022, -15.8420, 13.2385], [-6.7787, -17.3543, 13.1862], [-5.6009, -17.4268, 14.3577], [-7.4305, -15.8772, 15.0153], [-5.8946, -15.1284, 15.0796], [-7.9275, -14.9713, 12.8610], [-7.6720, -13.5627, 13.8504], [-4.6336, -13.9028, 14.0620], [-5.4949, -12.3727, 13.5655], [-4.0891, -13.0091, 12.6205], [-21.1463, -6.4295, 1.5031], [-21.6012, -5.3839, 0.3409], [-22.7508, -5.8167, -0.6128], [-23.3495, -4.8397, -1.6392], [-24.2169, -5.6360, -2.6498], [-25.1218, -4.8238, -3.6872], [-25.9381, -3.7443, -2.9189], [-24.9659, -2.8599, -2.1780], [-24.2107, -3.6920, -1.1371], [-22.1813, -4.1469, -2.3649], [-20.9830, -7.4030, 1.0407], [-21.7703, -6.6280, 2.3745], [-20.2644, -5.9737, 1.9530], [-20.6861, -5.0868, -0.1714], [-21.8182, -4.4863, 0.9200], [-23.5702, -6.1828, 0.0058], [-22.4450, -6.7575, -1.0705], [-24.8233, -6.2866, -2.0196], [-23.6659, -6.3105, -3.3052], [-25.6116, -5.6660, -4.1759], [-24.6060, -4.2807, -4.4791], [-26.4983, -4.2162, -2.1117], [-26.7107, -3.2387, -3.4982], [-25.5473, -2.0673, -1.7069], [-24.3000, -2.3422, -2.8684], [-24.9616, -4.1429, -0.4884], [-23.6310, -3.0082, -0.5170], [-21.7182, -3.5005, -1.6194], [-22.5350, -3.7677, -3.3237], [-21.3515, -4.8395, -2.5058], [-21.2464, -17.4136, -9.7496], [-21.4310, -16.6784, -8.3906], [-20.5051, -17.3853, -7.3958], [-20.9762, -17.2800, -5.9268], [-19.7425, -17.9030, -5.1181], [-18.5501, -16.9666, -4.9766], [-18.9341, -15.5524, -4.6557], [-20.1501, -14.9967, -5.4787], [-21.3704, -15.8917, -5.4312], [-22.2339, -18.1320, -5.7369], [-21.9811, -17.1873, -10.5224], [-21.1592, -18.5001, -9.7437], [-20.2766, -17.1273, -10.1566], [-22.4653, -16.7372, -8.0515], [-21.1987, -15.6242, -8.5411], [-19.4800, -17.0149, -7.4002], [-20.4345, -18.4658, -7.5209], [-19.5370, -18.8903, -5.5318], [-20.0547, -17.9954, -4.0779], [-17.8625, -17.1177, -5.8088], [-18.0294, -17.3397, -4.0947], [-18.0137, -15.0234, -4.9028], [-19.2581, -15.4228, -3.6231], [-19.8546, -14.8321, -6.5149], [-20.3770, -13.9734, -5.1794], [-22.1682, -15.5866, -6.1083], [-21.7277, -16.1028, -4.4233], [-23.1002, -17.5272, -6.0049], [-22.2190, -18.3206, -4.6634], [-22.0646, -19.0865, -6.2353], [-9.7902, -23.5880, 9.1666], [-8.9037, -22.4402, 8.3252], [-9.1107, -22.1395, 6.8980], [-7.5857, -22.2374, 8.7612], [-9.4505, -21.1086, 9.0570], [-9.4450, -24.7497, 8.3221], [-8.0693, -25.2005, 8.3965], [-10.3056, -25.0353, 7.1652], [-10.2106, -25.7723, 9.3351], [-10.2391, -15.8018, -10.1009], [-9.1659, -14.4809, -9.7773], [-8.7546, -14.3174, -8.4108], [-9.3709, -13.3454, -10.6567], [-7.8418, -15.1666, -10.4594], [-11.3966, -15.3353, -9.3074], [-12.0459, -14.0620, -9.5923], [-11.5077, -15.9193, -7.9612], [-12.4573, -16.3362, -9.9916], [-14.5755, -7.4324, -7.4395], [-15.4864, -7.3087, -5.9399], [-15.2860, -6.0636, -5.1272], [-15.9181, -8.5464, -5.3461], [-16.9319, -6.9663, -6.6577], [-13.2943, -7.6789, -6.6704], [-12.9374, -9.0776, -6.4928], [-12.8039, -7.0021, -5.5104], [-12.2544, -7.2169, -7.8315], [-14.5532, -10.7662, 9.2219], [-13.6268, -11.1456, 7.8784], [-12.6290, -12.2392, 7.9802], [-13.3887, -10.0876, 6.9002], [-14.8308, -11.8412, 7.0930], [-13.4283, -10.2505, 10.0252], [-12.5487, -9.1945, 9.5005], [-12.6733, -11.2936, 10.7449], [-14.2174, -9.5097, 11.2267], [0.4395, -15.4145, 4.6495], [1.3571, -14.7748, 3.6772], [1.3166, -13.3341, 3.5219], [1.7329, -15.5491, 2.4545], [2.6161, -14.8089, 4.6150], [-0.8595, -15.3865, 3.6057], [-0.9118, -16.3027, 2.4794], [-1.5798, -14.0996, 3.5154], [-1.9046, -16.2542, 4.5407], [-18.1806, -19.8019, 4.5270], [-17.7791, -20.7471, 3.4929], [-16.3340, -20.8448, 3.2550], [-18.7006, -20.9633, 2.4057], [-18.0345, -22.0767, 4.3486], [-17.8266, -18.4297, 3.5338], [-18.6234, -18.1674, 2.3627], [-16.4814, -17.8825, 3.4719], [-18.5203, -17.4046, 4.4576], [-6.5830, -3.3087, 2.9022], [-5.6247, -3.8998, 3.8800], [-4.7599, -4.9796, 3.4175], [-6.0629, -3.8364, 5.2460], [-4.4873, -2.6851, 3.8480], [-7.2486, -4.7423, 2.3757], [-7.8294, -5.5924, 3.4194], [-6.6213, -5.2341, 1.1364], [-8.5968, -4.0695, 1.8048]], "forces_ev_per_angstrom": [[-0.6, 1.4, -0.1], [2.0, 0.1, -0.2], [-0.3, 2.0, -1.5], [0.1, -1.2, -1.4], [-1.4, -2.3, 1.9], [-0.2, -1.8, -0.4], [0.2, 1.0, 2.1], [0.9, 1.6, 1.1], [2.2, 1.3, -1.0], [-2.2, -0.4, 0.5], [0.2, -0.3, -1.4], [-1.7, -2.3, 0.3], [1.6, 2.0, -0.1], [-0.4, 0.6, 0.2], [-0.1, -0.1, -0.3], [0.5, 0.4, -0.2], [0.0, -0.3, 0.2], [0.1, -0.1, -0.1], [-0.3, 0.3, 0.3], [-0.7, -0.3, -0.7], [-0.1, -0.7, 0.0], [0.5, 0.1, 0.1], [-0.1, -0.2, 0.1], [0.3, 0.1, 0.2], [-0.1, -0.2, -0.1], [-0.4, -0.4, 0.3], [0.4, -0.3, 0.2], [-0.2, -0.4, -0.2], [-2.1, 3.5, 2.1], [1.1, 0.3, 0.2], [0.1, -1.6, -1.9], [0.1, -1.1, 0.5], [0.8, 2.2, 0.8], [-1.4, -0.9, 2.6], [-0.6, -1.9, -1.9], [0.8, -0.1, 0.1], [-0.1, 1.8, 0.1], [-2.4, 0.1, -1.4], [-0.3, -0.4, -0.1], [-0.1, -0.4, -0.5], [1.2, -0.4, 0.0], [0.1, -0.7, -0.3], [0.9, -1.6, -0.7], [0.4, -0.1, 0.4], [0.0, 0.1, -0.2], [-0.2, 0.1, 0.2], [-0.1, -0.3, -0.5], [-0.4, 1.0, -0.4], [1.2, 0.0, -0.2], [0.0, 0.1, 0.8], [0.4, 0.3, 0.0], [-0.1, -0.1, -0.3], [-0.5, 0.5, -0.5], [-0.2, -0.1, 0.0], [-0.1, -0.3, 0.1], [0.8, -0.6, 0.1], [0.1, 0.2, -0.1], [0.5, 0.2, 1.0], [-0.3, 0.9, 0.3], [-1.0, -0.4, -0.7], [2.3, 0.1, 0.4], [0.7, -0.4, -1.2], [-0.2, -0.9, 0.9], [1.8, -1.9, -0.7], [0.6, 2.3, 0.8], [-0.9, -1.0, 0.2], [-1.6, 2.2, -0.1], [-1.1, -0.4, 0.9], [-0.1, -1.5, 0.1], [-0.3, 0.3, 0.2], [-0.1, 0.3, 0.6], [0.7, 0.4, 0.1], [-0.3, -0.4, 0.5], [-1.1, -0.4, -0.3], [0.0, -0.4, 0.0], [0.5, 0.3, 0.1], [-0.4, -0.1, -0.1], [-0.8, 0.4, 0.4], [0.0, 0.2, -0.3], [0.2, 0.6, 1.1], [0.4, -0.5, -0.6], [0.4, -0.1, -0.6], [-0.1, -0.4, 0.1], [0.0, 0.1, -0.3], [-0.3, -0.2, -0.5], [0.9, 0.6, -1.1], [0.7, 0.4, 0.3], [-0.6, -0.1, -0.4], [-1.9, 0.8, -2.1], [1.0, -2.0, 1.9], [0.5, 0.9, 0.5], [-0.4, -0.6, -1.2], [0.8, 0.1, 2.6], [-2.4, 1.4, -0.9], [2.2, -1.1, -0.9], [-0.1, 0.4, 1.2], [1.0, -0.4, -2.2], [-1.5, -0.3, -1.0], [-0.2, -0.3, 0.5], [-0.7, 0.3, 0.1], [1.0, -0.3, 0.4], [0.5, -0.3, -0.1], [0.8, 0.4, -0.2], [0.3, -0.2, -0.1], [-0.1, -0.3, 0.9], [-0.1, 0.5, 0.0], [-0.4, 0.1, -0.4], [-0.3, -0.4, 0.4], [-0.1, -0.1, 0.2], [-0.2, 0.5, -0.6], [0.0, 0.3, 0.5], [-0.2, 0.1, 0.0], [0.1, 0.1, 0.0], [0.0, 0.2, -0.4], [0.5, -0.1, 0.4], [-0.2, 0.3, -0.1], [0.6, 0.1, 0.4], [-0.3, 0.0, -0.1], [-0.5, 0.5, -1.5], [0.1, 0.2, 1.5], [-0.2, -0.5, 1.6], [1.2, 0.5, -2.1], [-0.3, 0.6, -0.8], [0.3, 0.3, 1.9], [-0.4, -1.5, 0.0], [0.2, -0.1, -0.8], [-0.6, 0.1, 1.2], [0.3, -1.2, 0.7], [0.6, 0.1, 0.1], [-0.8, 0.5, -0.4], [0.3, -0.4, -0.4], [0.0, -0.5, -0.4], [-0.6, 0.2, -0.2], [-0.4, 0.5, 0.1], [0.1, 0.4, -1.0], [-0.3, 0.3, 0.0], [0.9, 0.2, 0.6], [-0.7, 0.4, 0.0], [0.7, -0.3, 0.1], [-0.3, -0.4, -0.1], [0.5, 0.2, -0.3], [0.3, -0.1, 0.5], [0.2, 0.0, 0.0], [0.0, -0.1, 0.1], [0.4, -0.4, 0.0], [-0.5, 0.8, -0.5], [0.2, 0.4, 0.5], [-0.4, -0.5, -0.5], [0.5, 0.4, -0.4], [0.2, -1.4, -0.7], [-0.4, 0.8, 1.1], [0.7, -1.2, -0.2], [-1.4, 1.0, 0.8], [-0.3, -1.4, -0.3], [-1.0, 0.9, -1.0], [1.0, 0.3, -0.3], [1.3, -0.8, -0.4], [1.8, 0.3, 0.9], [-0.1, 0.3, 0.3], [-0.4, -0.1, 0.7], [0.0, 0.3, -0.1], [-0.1, -0.1, 0.0], [0.1, -0.1, 0.2], [-0.1, 0.2, -0.2], [-0.2, 0.1, -0.4], [-0.1, 0.2, -0.1], [-0.8, -0.4, -0.1], [0.0, 0.6, -0.1], [0.3, -0.2, -0.1], [-0.4, 0.8, 0.5], [0.6, -0.2, 0.2], [0.0, -0.3, -0.3], [-0.2, -0.1, 0.5], [0.0, 0.2, 0.3], [-0.2, 0.4, 0.0], [0.1, -0.5, -0.3], [-0.5, -0.1, 0.0], [-0.5, 0.2, -0.2], [0.9, 6.7, -0.2], [-0.7, 4.8, -0.7], [-0.7, -1.7, 2.5], [2.5, -1.6, 0.6], [-1.7, -0.5, -0.1], [-2.0, -9.2, -2.1], [-1.0, 0.6, -1.0], [2.3, 1.1, 0.7], [0.5, -0.4, 0.4], [5.9, 2.4, -1.2], [2.2, -0.4, -2.7], [-0.9, -0.1, -0.8], [-0.1, -1.4, 1.5], [-1.1, 0.1, 0.5], [-8.2, -1.3, 3.9], [1.6, -0.9, 0.7], [0.8, 1.8, -1.0], [-0.4, -0.4, -0.9], [-4.1, 1.6, 3.1], [-4.0, 3.3, -0.1], [-0.4, -3.6, -2.1], [1.6, 0.5, 0.2], [0.9, 0.3, -0.3], [8.8, -4.6, 0.0], [-1.2, 0.4, -1.0], [-1.1, 2.0, 0.1], [-0.8, 0.2, 0.2], [-1.2, -1.3, -4.5], [-0.3, -2.3, -5.0], [-2.2, 2.8, 0.5], [0.3, -0.7, 2.2], [-0.2, -0.5, 0.7], [7.0, 2.0, 7.4], [-1.8, -1.2, 0.3], [-1.3, 1.5, -0.8], [-0.2, -0.2, -0.7], [-5.3, -1.7, 0.0], [8.2, 3.3, -5.1], [-1.1, -0.8, -0.5], [-0.9, 1.6, 3.0], [1.2, -1.0, 0.6], [-6.4, -1.5, 0.5], [1.1, 1.7, 0.9], [2.1, -2.3, 0.1], [0.9, 0.8, 0.5], [-0.6, 7.0, 1.2], [3.0, -9.0, -3.7], [-2.0, 0.4, -0.5], [0.7, 0.3, -0.2], [-0.1, -0.2, 0.3], [0.2, 4.4, 0.5], [0.3, -1.7, -0.2], [-1.0, -1.9, 0.4], [-0.6, 0.6, 2.0], [-3.0, -1.4, -2.6], [6.9, 0.2, 3.4], [-1.8, 0.7, 0.9], [0.1, -0.3, 0.1], [-0.9, -0.1, 0.2], [-2.4, -0.6, -3.3], [1.8, 1.1, -1.6], [-1.2, 0.6, 3.2], [0.4, 0.1, 0.1]], "fmax_ha_per_bohr": 0.20151, "orbital_gap_ev": 1.101, "lumo_energy_ev": -5.77}